No. 1
Formula: C3H11N2S
Source: OMol25
Level of theory: wB97M-V/def2-TZVPD

Each line ends with the natural charge from an NBO analysis.
CARTESIAN COORDINATES (ANGSTROEM)
C  -2.177  1.269  0.338  -0.60
C  -0.817  0.861  -0.241  -0.21
C  0.270  -1.336  0.230  0.40
N  0.443  -2.683  0.092  -0.74
N  -0.701  -0.614  -0.338  -0.47
S  3.051  0.538  -0.195  -0.33
H  -2.994  0.941  -0.115  0.22
H  -2.267  0.904  1.470  0.21
H  -2.163  2.295  0.231  0.23
H  0.060  1.061  0.306  0.21
H  -0.763  1.405  -1.147  0.23
H  0.862  -0.677  0.730  0.23
H  1.169  -3.248  0.552  0.44
H  -0.102  -3.316  -0.451  0.43
H  3.937  1.419  0.298  0.19
H  -1.339  -1.035  -0.955  0.41
H  3.787  -0.496  0.273  0.16

Values from the calculation:
Total charge: +1
Calculated total energy (eV): -17097.596
LUMO level (eV): -3.666

***

No. 2
Formula: C8H12F3N2OS
Source: OMol25
Level of theory: wB97M-V/def2-TZVPD

Each line ends with the natural charge from an NBO analysis.
CARTESIAN COORDINATES (ANGSTROEM)
C  -1.436  -1.824  -0.358  0.18
C  3.710  -0.334  0.405  -0.39
C  3.140  0.639  -0.640  -0.46
C  2.446  -0.136  1.257  -0.46
C  0.847  1.573  0.140  -0.50
C  1.938  0.825  0.230  0.09
C  -2.215  0.504  -0.805  0.62
C  -3.211  0.590  0.352  0.92
N  -1.557  -0.609  -1.088  -0.51
N  -2.535  -2.384  0.143  -0.76
O  -1.938  1.577  -1.503  -0.56
F  -3.529  1.864  0.556  -0.28
F  -4.331  -0.089  0.083  -0.29
F  -2.699  0.099  1.479  -0.27
S  0.093  -2.376  -0.211  0.03
H  3.865  -1.348  0.045  0.21
H  4.626  0.011  0.878  0.22
H  3.716  1.552  -0.792  0.23
H  2.936  0.205  -1.619  0.22
H  1.829  -1.029  1.373  0.22
H  2.601  0.292  2.247  0.23
H  0.109  1.585  0.926  0.18
H  0.686  2.238  -0.694  0.20
H  -0.815  -0.478  -1.781  0.48
H  -3.479  -2.126  -0.099  0.42
H  -2.408  -3.217  0.701  0.45
H  -2.390  2.395  -1.222  0.55

Values from the calculation:
Total charge: +1
Calculated total energy (eV): -32497.454
LUMO level (eV): -5.595

***

No. 3
Formula: C12H10BaBrN
Source: OMol25
Level of theory: wB97M-V/def2-TZVPD

Each line ends with the natural charge from an NBO analysis.
CARTESIAN COORDINATES (ANGSTROEM)
Ba  1.075  -0.555  2.854  1.83
C  4.234  0.713  3.024  -0.30
C  3.948  1.342  4.233  -0.34
C  2.786  2.094  4.089  -0.30
C  2.308  1.924  2.787  -0.53
C  3.232  1.039  2.111  -0.52
H  5.108  0.110  2.824  0.21
H  4.551  1.277  5.124  0.21
H  2.345  2.732  4.842  0.21
H  1.635  2.602  2.274  0.22
H  3.322  0.965  1.036  0.22
Br  -0.075  -2.717  4.339  -0.91
N  -0.721  -0.759  0.008  -0.41
C  -1.335  -0.804  -0.960  0.37
C  -2.086  -0.851  -2.152  -0.20
C  -1.863  -1.875  -3.075  -0.15
C  -2.608  -1.916  -4.237  -0.21
C  -3.569  -0.947  -4.483  -0.17
C  -3.787  0.073  -3.570  -0.21
C  -3.050  0.129  -2.403  -0.15
H  -1.115  -2.626  -2.876  0.23
H  -2.439  -2.708  -4.950  0.23
H  -4.151  -0.988  -5.389  0.22
H  -4.534  0.827  -3.765  0.23
H  -3.214  0.919  -1.688  0.23

Values from the calculation:
Calculated total energy (eV): -84833.371
LUMO level (eV): -0.446

***

No. 4
Formula: C11H22NO3
Source: OMol25
Level of theory: wB97M-V/def2-TZVPD

Each line ends with the natural charge from an NBO analysis.
CARTESIAN COORDINATES (ANGSTROEM)
C  -1.560  1.611  2.120  -0.62
C  -1.982  1.298  0.669  -0.41
C  -0.938  1.253  -0.412  -0.25
C  -0.445  2.677  -0.457  -0.64
C  0.213  0.257  -0.140  -0.08
C  -0.303  -1.088  0.269  0.10
C  0.802  -2.058  0.669  -0.55
C  1.726  -1.419  1.562  0.43
O  2.898  -1.398  1.404  -0.53
O  -1.105  -1.646  -0.779  -0.57
C  -1.717  -2.928  -0.582  -0.23
N  1.185  0.179  -1.219  -0.30
C  0.957  -0.295  -2.557  -0.43
C  2.498  0.610  -0.928  0.58
O  2.849  1.002  0.234  -0.60
H  -2.432  1.823  2.717  0.24
H  -0.927  0.808  2.602  0.19
H  -0.930  2.439  2.283  0.21
H  -2.610  0.377  0.802  0.22
H  -2.694  2.148  0.404  0.23
H  -1.570  1.045  -1.340  0.25
H  -0.064  2.986  0.544  0.21
H  0.385  3.065  -1.147  0.21
H  -1.304  3.333  -0.746  0.24
H  0.880  0.615  0.724  0.25
H  -0.987  -0.875  1.086  0.21
H  0.401  -3.026  1.259  0.27
H  1.270  -2.407  -0.243  0.23
H  1.221  -1.173  2.484  0.12
H  -2.006  -3.023  0.518  0.16
H  -1.011  -3.708  -0.597  0.18
H  -2.539  -2.996  -1.121  0.20
H  0.294  -1.095  -2.602  0.26
H  1.951  -0.527  -2.989  0.22
H  0.716  0.559  -3.235  0.23
H  3.126  0.708  -1.726  0.19
H  3.752  0.869  0.474  0.55

Values from the calculation:
SMILES: CC[C@@H](C)[C@@H]([C@H](CC=O)OC)/[N+](C)=C\O
Total charge: +1
Calculated total energy (eV): -19386.893
LUMO level (eV): -4.205

***

No. 5
Formula: C36H48N12O7S3W
Source: OMol25
Level of theory: wB97M-V/def2-TZVPD

Each line ends with the Mulliken spin population.
CARTESIAN COORDINATES (ANGSTROEM)
W  -0.538  0.641  0.078  1.51
C  -2.400  -1.572  3.266  0.03
C  -1.464  -0.797  2.413  0.12
N  -1.857  0.092  1.531  -0.06
N  -3.110  0.620  1.721  0.00
C  -3.408  1.819  1.177  0.02
N  -4.569  2.368  1.496  0.00
S  -2.338  2.577  0.115  -0.04
C  -0.024  -0.893  2.520  0.06
C  0.638  -1.662  3.457  0.04
C  2.016  -1.559  3.575  0.01
C  2.694  -0.689  2.741  0.00
C  1.978  0.021  1.796  0.02
N  0.654  -0.078  1.677  0.00
H  -3.363  -1.721  2.775  0.00
H  -2.564  -1.088  4.235  0.01
H  -1.986  -2.561  3.461  0.00
H  -3.634  0.269  2.508  0.00
H  -5.177  1.998  2.211  0.00
H  -4.794  3.275  1.118  0.00
H  0.079  -2.327  4.103  0.00
H  2.552  -2.144  4.311  0.00
H  3.768  -0.573  2.812  0.00
H  2.461  0.698  1.105  0.03
C  -2.812  2.230  -4.804  0.00
C  -1.388  2.312  -4.299  -0.01
N  -1.296  1.594  -3.023  -0.02
C  -2.113  0.577  -2.682  -0.01
N  -2.075  0.087  -1.429  0.05
C  -3.241  -0.763  -1.141  0.01
C  -3.310  -1.880  -2.165  0.00
C  -3.608  -1.226  -3.497  0.00
N  -2.960  0.092  -3.603  0.00
C  -3.185  0.768  -4.889  0.00
H  -2.912  2.697  -5.782  0.00
H  -3.476  2.748  -4.109  0.00
H  -1.077  3.338  -4.121  0.00
H  -0.700  1.874  -5.025  0.00
H  -0.881  2.120  -2.266  0.02
H  -4.152  -0.155  -1.203  0.00
H  -3.193  -1.145  -0.130  0.00
H  -4.082  -2.611  -1.924  0.00
H  -2.350  -2.398  -2.191  0.00
H  -4.682  -1.075  -3.614  0.00
H  -3.269  -1.845  -4.328  0.00
H  -4.238  0.650  -5.140  0.00
H  -2.600  0.269  -5.667  0.00
C  -0.772  5.197  3.659  0.00
C  0.617  4.583  3.839  0.00
C  1.205  4.004  2.547  -0.01
C  2.630  3.418  2.852  0.00
C  3.600  3.286  1.677  0.00
C  1.359  5.098  1.514  0.00
O  1.680  6.225  1.769  0.00
N  1.129  4.713  0.190  0.00
C  0.649  3.511  -0.246  -0.04
O  0.378  3.362  -1.435  0.01
N  0.434  2.505  0.674  0.16
C  0.363  2.849  2.037  -0.04
O  -0.324  2.183  2.786  0.01
H  -1.159  5.536  4.619  0.00
H  -1.478  4.468  3.253  0.00
H  -0.736  6.061  2.995  0.00
H  0.581  3.781  4.576  0.00
H  1.307  5.346  4.196  0.00
H  2.481  2.446  3.330  0.00
H  3.073  4.081  3.595  0.00
H  3.163  2.739  0.838  0.00
H  4.498  2.755  1.999  0.00
H  3.914  4.265  1.312  0.00
H  1.221  5.438  -0.509  0.00
O  1.088  0.762  -1.421  0.02
S  1.572  1.388  -2.751  0.02
C  3.173  2.140  -2.346  0.00
C  4.178  1.528  -3.317  0.00
C  3.834  0.040  -3.364  0.00
C  2.334  -0.016  -3.632  0.00
H  3.378  1.850  -1.314  0.00
H  3.071  3.222  -2.414  0.00
H  5.198  1.716  -2.987  0.00
H  4.064  1.972  -4.309  0.00
H  4.067  -0.423  -2.400  0.00
H  4.394  -0.491  -4.132  0.00
H  1.835  -0.923  -3.292  0.00
H  2.107  0.137  -4.689  0.00
O  -1.165  -9.624  1.671  0.00
S  -1.236  -8.196  1.813  0.00
O  -2.307  -7.539  1.087  0.00
O  -1.031  -7.671  3.161  0.00
C  0.291  -7.504  1.065  0.00
N  1.467  -8.158  1.077  0.00
C  2.539  -7.466  0.704  0.00
C  2.484  -6.120  0.345  0.00
C  1.228  -5.548  0.353  0.00
N  0.146  -6.230  0.695  0.00
C  0.897  -4.145  0.066  0.00
C  1.771  -3.156  -0.388  0.00
C  1.315  -1.868  -0.561  0.04
N  0.037  -1.490  -0.347  -0.01
C  -0.806  -2.473  0.038  0.04
C  -0.433  -3.764  0.259  0.00
H  3.481  -8.004  0.713  0.00
H  3.386  -5.575  0.087  0.00
H  2.812  -3.376  -0.586  0.00
H  1.991  -1.096  -0.881  0.00
H  -1.835  -2.202  0.180  -0.01
H  -1.150  -4.516  0.576  0.00

Values from the calculation:
Expectation value of S²: 2.03
2S+1: 3
Total charge: +2
Calculated total energy (eV): -104644.199
LUMO level (spin up / spin down) (eV): -7.231 / -8.032